No. 1
Entry from OMol25: C9H18MgO18P2V as an isolated structure at a distorted geometry (ωB97M-V with the def2-TZVPD basis set).

```
49
Properties=species:S:1:pos:R:3
O 0.239 -1.129 -0.698
V 0.962 -1.416 0.650
Mg 3.528 -2.583 1.172
P 2.857 -0.235 2.031
O 3.029 -0.868 0.624
O 1.856 0.544 1.088
O 4.305 0.133 1.683
O 2.343 -1.640 2.266
P 1.561 -4.269 0.432
O 2.868 -4.278 1.203
O 1.572 -4.921 -0.964
O 2.232 -3.027 -0.175
O 0.361 -3.424 0.896
C -1.119 0.063 -3.601
O 0.131 -0.588 -3.815
C 1.310 0.075 -3.798
O 2.393 -0.391 -3.551
O 1.049 1.358 -4.216
C 2.104 2.331 -3.982
H -1.209 0.343 -2.551
H -1.972 -0.578 -3.820
H -1.298 0.952 -4.206
H 2.076 3.245 -4.575
H 3.019 1.858 -4.341
H 2.203 2.595 -2.931
C -4.424 1.626 0.011
O -3.286 2.440 -0.154
C -2.061 1.880 -0.298
O -1.819 0.708 -0.196
O -1.246 2.848 -0.646
C 0.154 2.616 -0.754
H -5.286 2.214 -0.304
H -4.584 1.315 1.044
H -4.500 0.696 -0.554
H 0.264 1.881 -1.553
H 0.449 2.231 0.223
H 0.705 3.486 -1.104
C -1.153 -2.928 3.934
O -1.292 -1.551 4.158
C -0.906 -0.665 3.237
O -0.525 -0.950 2.107
O -1.027 0.567 3.721
C -0.716 1.644 2.872
H -0.986 -3.499 4.846
H -0.313 -3.034 3.241
H -1.994 -3.377 3.403
H -0.401 2.469 3.507
H -1.569 1.859 2.226
H 0.116 1.376 2.212
```

Properties
HOMO (alpha / beta): 0.779 / -0.387 eV
frontier orbital gap (alpha / beta): 3.4286 / 4.5918 eV
spin multiplicity: 2
charge: -2
energy relative to the best compared isomer or geometry (same formula, charge and spin): 48.5 kcal per mole

No. 2
Entry from OMol25: an isolated ion of composition C9H18N and charge +1 at a distorted geometry (ωB97M-V with the def2-TZVPD basis set).

```
28
Properties=species:S:1:pos:R:3
C -0.087 -1.148 -3.127
C -0.195 -0.461 -2.126
C -0.840 0.267 -1.032
C -1.870 -0.641 -0.395
C -1.545 1.432 -1.657
N 0.254 0.816 -0.074
C 0.946 -0.032 0.991
C 2.290 0.595 1.250
C 0.241 0.139 2.342
C 0.938 -1.552 0.650
H 0.258 -1.660 -3.948
H -2.058 -0.446 0.712
H -2.939 -0.431 -0.761
H -1.652 -1.670 -0.657
H -2.329 1.876 -0.969
H -0.825 2.274 -2.100
H -2.133 0.930 -2.461
H 1.063 1.279 -0.552
H -0.261 1.507 0.418
H 2.792 0.126 2.128
H 2.914 0.476 0.306
H 2.065 1.629 1.428
H -0.769 -0.126 2.049
H 0.375 1.135 2.678
H 0.593 -0.591 3.121
H 1.931 -1.696 0.332
H 0.707 -2.170 1.476
H 0.135 -1.860 -0.023
```

Properties
HOMO: -14.134 eV
frontier orbital gap: 11.2349 eV
spin multiplicity: 1
charge: +1
energy relative to the best compared isomer or geometry (same formula, charge and spin): 52.2 kcal per mole
SMILES string: C#CC(C)(C)[NH2+]C(C)(C)C

No. 3
Entry from OMol25: a single C9H18N2O3 molecule at a distorted geometry (ωB97M-V with the def2-TZVPD basis set).

```
32
Properties=species:S:1:pos:R:3
C 0.225 3.742 -2.172
C -0.024 2.874 -0.916
C -0.125 1.387 -0.982
C -1.067 0.839 -2.096
C -0.495 0.886 0.427
N 0.554 1.407 1.406
C -0.778 -0.640 0.728
O -1.800 -0.901 1.399
N 0.150 -1.488 0.307
C -0.016 -2.768 0.896
C 0.491 -3.851 0.071
C 0.760 -2.597 2.186
O 1.967 -2.604 2.149
O -0.067 -2.388 3.209
H 1.309 3.923 -2.383
H -0.095 4.710 -1.839
H -0.469 3.526 -3.020
H -0.991 2.906 -0.380
H 0.678 3.193 -0.112
H 0.805 0.773 -0.983
H -1.418 -0.262 -1.816
H -1.981 1.308 -2.445
H -0.369 0.864 -2.993
H -1.429 1.283 0.755
H 1.479 1.160 0.996
H 0.451 1.336 2.473
H 1.041 -1.130 0.431
H -1.071 -2.943 1.260
H 0.452 -4.876 0.462
H -0.122 -3.859 -0.768
H 1.521 -3.696 -0.324
H 0.434 -2.113 4.074
```

Properties
HOMO: -9.028 eV
frontier orbital gap: 9.5643 eV
spin multiplicity: 1
energy relative to the best compared isomer or geometry (same formula, charge and spin): 68.4 kcal per mole
SMILES string: CC[C@H](C)[C@H](N)C(=O)N[C@@H](C)C(=O)O

No. 4
Entry from OMol25: a single C9H18N2O3 molecule at a distorted geometry (ωB97M-V with the def2-TZVPD basis set).

```
32
Properties=species:S:1:pos:R:3
C 1.342 -1.566 2.010
C 1.571 -1.773 0.475
C 2.031 -0.589 -0.328
C 3.224 0.108 0.247
C 0.846 0.360 -0.707
N 1.168 1.411 -1.623
C 0.231 1.073 0.535
O 0.949 1.799 1.216
N -1.125 0.904 0.831
C -2.195 0.598 -0.061
C -2.231 1.525 -1.284
C -2.179 -0.875 -0.468
O -2.578 -1.278 -1.537
O -1.737 -1.678 0.480
H 1.008 -2.504 2.494
H 2.226 -1.257 2.617
H 0.610 -0.812 2.261
H 0.708 -2.200 -0.098
H 2.319 -2.584 0.521
H 2.241 -1.026 -1.329
H 4.021 -0.615 0.419
H 3.668 0.899 -0.398
H 3.025 0.639 1.180
H 0.027 -0.237 -1.135
H 1.688 2.183 -1.177
H 1.798 1.073 -2.350
H -1.308 1.527 1.619
H -3.126 0.786 0.479
H -1.255 1.405 -1.776
H -3.095 1.147 -1.831
H -2.455 2.580 -0.885
H -1.296 -1.121 1.141
```

Properties
HOMO: -9.677 eV
frontier orbital gap: 10.2645 eV
spin multiplicity: 1
energy relative to the best compared isomer or geometry (same formula, charge and spin): 20.1 kcal per mole
SMILES string: CC[C@H](C)[C@H](N)C(=O)N[C@@H](C)C(=O)O

No. 5
Entry from OMol25: a 2-piece molecular cluster, C9H18N3S overall at a distorted geometry (ωB97M-V with the def2-TZVPD basis set).

```
31
Properties=species:S:1:pos:R:3
C -0.220 -2.605 -2.577
N 1.008 -1.844 -2.369
C 2.266 -2.535 -2.592
C 0.952 -0.561 -2.104
H 0.065 -3.655 -2.615
H -0.923 -2.424 -1.756
H -0.707 -2.333 -3.519
H 2.027 -3.598 -2.659
H 2.742 -2.224 -3.531
H 2.963 -2.348 -1.765
H 1.867 -0.021 -1.837
H 0.000 -0.045 -2.200
C -2.451 1.573 0.648
C -1.566 1.455 -0.564
N -0.372 0.649 -0.341
C 0.130 0.642 0.838
N -0.442 1.215 1.932
C -1.628 2.027 1.826
C 0.326 1.358 3.150
C 1.446 0.339 3.008
S 1.629 -0.179 1.278
H -3.235 2.316 0.490
H -2.920 0.608 0.866
H -2.113 0.978 -1.384
H -1.300 2.475 -0.877
H -1.335 3.090 1.709
H -2.177 1.932 2.769
H 0.718 2.391 3.273
H -0.349 1.151 3.998
H 2.409 0.744 3.338
H 1.189 -0.570 3.567
```

Properties
HOMO: -11.768 eV
frontier orbital gap: 7.9515 eV
spin multiplicity: 1
charge: +1
energy relative to the best compared isomer or geometry (same formula, charge and spin): 0.0 kcal per mole

No. 6
Entry from OMol25: an isolated ion of composition C9H18N5 and charge +1 at a distorted geometry (ωB97M-V with the def2-TZVPD basis set).

```
32
Properties=species:S:1:pos:R:3
C 2.912 -2.582 -0.747
C 1.718 -1.934 -0.340
N 0.773 -1.436 0.088
C -0.412 -0.767 0.133
C -1.134 -0.503 -1.202
C -0.304 0.232 -2.244
N -2.301 -0.784 -1.515
C -3.269 -1.470 -0.727
C -0.164 0.598 1.082
C 0.256 0.166 2.485
N -1.315 1.417 1.068
N 1.005 1.215 0.451
C 0.955 2.494 0.596
N 1.864 3.408 0.012
H 3.162 -3.204 0.071
H 2.554 -3.229 -1.544
H 3.689 -1.712 -0.739
H -1.118 -1.451 0.644
H 0.446 -0.405 -2.568
H -0.982 0.494 -3.149
H 0.089 1.171 -1.944
H -3.547 -1.004 0.245
H -2.937 -2.435 -0.413
H -4.194 -1.480 -1.469
H 1.411 0.112 2.329
H -0.080 -0.835 2.726
H -0.197 0.848 3.246
H -1.775 1.577 0.234
H -2.000 1.193 1.812
H 0.120 3.048 1.080
H 2.081 4.246 0.624
H 2.694 3.009 -0.326
```

Properties
HOMO: -12.307 eV
frontier orbital gap: 9.0121 eV
spin multiplicity: 1
charge: +1
energy relative to the best compared isomer or geometry (same formula, charge and spin): 64.5 kcal per mole
SMILES string: CC#[N+][C@H](/C(C)=N\C)[C@](C)(N)/N=C/N

No. 7
Entry from OMol25: an isolated ion of composition C9H18NO3Si and charge +1 at a distorted geometry (ωB97M-V with the def2-TZVPD basis set).

```
32
Properties=species:S:1:pos:R:3
C 3.406 -1.970 -0.699
O 2.658 -0.792 -0.718
Si 1.063 -0.475 -0.695
C 0.315 -1.437 0.857
C -0.995 -0.572 1.515
C -2.140 -0.538 0.561
C -2.708 0.712 0.594
N -2.118 1.533 1.590
C -2.683 2.740 2.004
C -1.038 0.843 2.024
O 0.142 -0.959 -1.868
C 0.254 -1.916 -2.968
O 0.835 1.035 -0.453
C 1.533 2.256 -1.014
H 4.289 -1.848 0.054
H 3.892 -2.278 -1.563
H 2.872 -2.815 -0.318
H -0.220 -2.289 0.572
H 1.074 -1.473 1.619
H -1.292 -1.248 2.340
H -2.428 -1.365 -0.130
H -3.566 1.135 -0.006
H -3.473 3.058 1.422
H -3.064 2.747 3.064
H -1.955 3.599 2.016
H -0.455 1.127 2.871
H 1.346 -1.819 -3.473
H -0.592 -1.741 -3.642
H 0.168 -2.886 -2.386
H 0.801 2.889 -1.499
H 2.346 1.962 -1.575
H 1.732 2.784 -0.094
```

Properties
HOMO: -13.108 eV
frontier orbital gap: 8.7540 eV
spin multiplicity: 1
charge: +1
energy relative to the best compared isomer or geometry (same formula, charge and spin): 14.2 kcal per mole
SMILES string: CO[Si](C[C@@H]1C=C[N+](C)=C1)(OC)OC